No. 1
A structure of composition C2H4ClN2P in a non-equilibrium geometry. Source: the Open Molecules 2025 dataset; level of theory: ωB97M-V with the def2-TZVPD basis set.

For the energy, the calculation gives -989.5131 a.u. The lowest unoccupied orbital energy (alpha / beta) is -1.4 / -1.4 eV. The calculation puts the highest occupied orbital energy (alpha / beta) at -8.27 / -8.28 eV. Its molar mass is 122.5 g mol⁻¹.

```
! RIJCOSX wB97M-V def2-TZVPD def2/J DEFGRID3
* xyz 0 1
C 1.43967 -0.82486 -0.13731
C -0.91954 0.34141 0.81663
N 1.44609 -0.08971 -1.05727
N -0.80005 0.88576 -0.32605
P 0.35737 1.26751 -1.29508
Cl -2.79245 0.70055 -1.23193
H 0.92076 -0.83271 0.79513
H 2.06304 -1.73070 -0.22978
H -1.38798 -0.54953 1.04428
H -0.32689 0.83226 1.62137
*
```

These are the Löwdin partial charges, in e, on atoms 1 to 4:
1 C -0.200
2 C -0.147
3 N -0.216
4 N -0.636

---

No. 2
A structure of composition C2H4ClN2P in a non-equilibrium geometry. Source: the Open Molecules 2025 dataset; level of theory: ωB97M-V with the def2-TZVPD basis set.

For the energy, the calculation gives -989.5341 a.u. The lowest unoccupied orbital energy is 0.5 eV. The calculation puts the highest occupied orbital energy at -8.61 eV. Its molar mass is 122.5 g mol⁻¹.

```
! RIJCOSX wB97M-V def2-TZVPD def2/J DEFGRID3
* xyz 0 1
C 0.65057 -0.80513 0.81579
C 0.12829 -0.81455 -0.58217
N 0.37927 0.17477 1.54287
N -0.62294 0.89924 -0.60653
P -0.33251 1.50857 0.97088
Cl -0.03733 1.79635 -1.91631
H 1.15563 -1.76180 1.05090
H 0.98030 -0.71235 -1.45965
H -0.67916 -1.40626 -0.96865
H -1.62213 1.12116 1.15287
*
```

These are the Löwdin partial charges, in e, on atoms 1 to 4:
1 C -0.280
2 C -0.074
3 N -0.243
4 N -0.832

---

No. 3
An isolated molecule of C2H4ClNO in a non-equilibrium geometry. Source: the Open Molecules 2025 dataset; level of theory: ωB97M-V with the def2-TZVPD basis set.

For the energy, the calculation gives -668.6903 a.u. The lowest unoccupied orbital energy is -0.5 eV. The calculation puts the highest occupied orbital energy at -9.48 eV. Its molar mass is 93.5 g mol⁻¹.

```
! RIJCOSX wB97M-V def2-TZVPD def2/J DEFGRID3
* xyz 0 1
C -0.31094 0.70904 -0.72794
C 0.38550 -0.27634 0.16056
Cl 1.19260 -1.54379 -0.76210
N -0.55260 -0.97730 0.98048
O -0.42386 -0.97545 2.18214
H 0.43908 1.48195 -1.16808
H -0.77396 0.20399 -1.54738
H -1.04470 1.31687 -0.00275
H 1.08889 0.06102 0.88507
*
```

These are the Löwdin partial charges, in e, on atoms 1 to 4:
1 C -0.119
2 C -0.834
3 Cl 0.656
4 N -0.115

---

No. 4
A cluster of 2 separate species, C2H4ClNO2 in total in a non-equilibrium geometry. Source: the Open Molecules 2025 dataset; level of theory: ωB97M-V with the def2-TZVPD basis set.

For the energy, the calculation gives -743.8348 a.u. The lowest unoccupied orbital energy (alpha / beta) is -0.1 / -1.8 eV. The calculation puts the highest occupied orbital energy (alpha / beta) at -10.66 / -8.39 eV. Its molar mass is 109.5 g mol⁻¹.

```
! RIJCOSX wB97M-V def2-TZVPD def2/J DEFGRID3
* xyz 0 1
C -1.47135 -0.12695 -0.42657
C -0.51201 -0.47609 0.64050
N 2.18535 0.89141 -0.09914
O 2.62244 1.68073 0.70411
O 2.72697 0.14892 -0.90987
Cl 0.43441 -2.00181 0.56883
H -1.19029 -0.36607 -1.52120
H -1.66505 0.97242 -0.40426
H -2.36568 -0.59148 -0.13312
H -0.76480 -0.13108 1.58072
*
```

These are the Löwdin partial charges, in e, on atoms 1 to 4:
1 C -0.191
2 C -0.549
3 N -0.177
4 O 0.079

---

No. 5
The ion C2H4ClNO3P with charge -1. Source: the Open Molecules 2025 dataset; level of theory: ωB97M-V with the def2-TZVPD basis set.

For the energy, the calculation gives -1160.7395 a.u. The lowest unoccupied orbital energy is 3.4 eV. The calculation puts the highest occupied orbital energy at -3.57 eV. Its molar mass is 156.5 g mol⁻¹.

```
! RIJCOSX wB97M-V def2-TZVPD def2/J DEFGRID3
* xyz -1 1
O -0.73725 1.51692 1.18936
C -0.48616 1.25890 0.05216
O -1.32722 1.72213 -0.94808
C 0.71307 0.49949 -0.48626
N 1.42670 -0.38760 0.38374
P 0.81173 -1.75748 0.87886
O -0.68179 -1.84386 0.09453
Cl 0.05173 -1.40167 2.95045
H -0.78829 1.81818 -1.74524
H 1.40409 1.31077 -0.77313
H 0.39397 0.03185 -1.42579
H -0.78057 -2.76764 -0.17060
*
```

These are the Löwdin partial charges, in e, on atoms 1 to 4:
1 O 0.092
2 C -0.529
3 O 0.040
4 C -0.342

---

No. 6
A structure of composition C2H4ClNOS in a non-equilibrium geometry. Source: the Open Molecules 2025 dataset; level of theory: ωB97M-V with the def2-TZVPD basis set.

For the energy, the calculation gives -1066.9256 a.u. The lowest unoccupied orbital energy is -0.1 eV. The calculation puts the highest occupied orbital energy at -8.59 eV. Its molar mass is 125.6 g mol⁻¹.

```
! RIJCOSX wB97M-V def2-TZVPD def2/J DEFGRID3
* xyz 0 1
C -0.71366 1.12141 0.96673
C 0.44932 -0.07620 -0.68029
N 0.51258 0.72639 0.40086
O -1.81850 1.05883 0.50293
S 0.06272 -2.11561 0.27034
Cl -0.54844 -3.08489 -1.34441
H -0.47548 1.77360 1.81741
H -0.30203 0.09335 -1.33550
H 1.34552 -0.39456 -1.27413
H 1.48798 0.89766 0.67604
*
```

These are the Löwdin partial charges, in e, on atoms 1 to 4:
1 C -0.341
2 C -0.267
3 N -0.055
4 O 0.075